Entry 1:
Here is a structure of composition C5H7N3O from the OMol25 dataset. Energies are from wB97M-V/def2-TZVPD.

The calculation puts the energy relative to the best compared isomer or geometry (same formula, charge and spin) at 117.8 kcal per mole. The frontier orbital gap is 9.72 eV. The value obtained for the LUMO energy is 0.27 eV. For the total energy, the calculation gives -434.0566 a.u. The calculation puts the HOMO energy at -0.3470 hartree.

Geometry as ORCA input:
```
! RIJCOSX wB97M-V def2-TZVPD def2/J DEFGRID3
* xyz 0 1
C 2.148 -0.511 0.422
C 1.045 -1.302 -0.288
C 0.025 1.500 -0.288
C -2.132 0.288 -0.089
C -2.908 -0.900 0.040
H 2.465 0.419 -0.193
H 3.035 -1.236 0.534
H 1.691 -0.119 1.401
H 1.211 -2.440 -0.470
H -0.693 2.551 0.342
H 1.009 1.234 0.556
H 0.260 1.814 -1.477
N -0.221 -1.080 -0.476
N -0.737 0.234 -0.278
N -3.589 -1.805 0.105
O -2.608 1.351 0.158
*
```

***

Entry 2:
Here is a cluster of 2 separate species, CH7N2O in total from the OMol25 dataset. Energies are from wB97M-V/def2-TZVPD.

The calculation puts the energy relative to the best compared isomer or geometry (same formula, charge and spin) at 26.8 kcal per mole. The frontier orbital gap is 11.80 eV. The value obtained for the LUMO energy is -4.03 eV. For the total energy, the calculation gives -226.7926 a.u. The calculation puts the HOMO energy at -0.5818 hartree.

Geometry as ORCA input:
```
! RIJCOSX wB97M-V def2-TZVPD def2/J DEFGRID3
* xyz 1 1
N 0.667 -1.018 -0.861
C 0.045 -0.506 0.254
N -0.115 -1.293 1.348
H 1.421 -1.726 -0.712
H 0.716 -0.425 -1.682
H -0.402 0.647 0.170
H -0.485 -0.891 2.305
H 0.176 -2.278 1.347
H -1.387 2.528 -0.473
H -0.167 2.552 -1.329
O -0.469 2.409 -0.368
*
```

***

Entry 3:
Here is an isolated molecule of C6H6Cl2 from the OMol25 dataset. Energies are from wB97M-V/def2-TZVPD.

Its SMILES is C=C/C(Cl)=C(/Cl)C=C. The calculation puts the energy relative to the best compared isomer or geometry (same formula, charge and spin) at 47.8 kcal per mole. The frontier orbital gap is 8.90 eV. The value obtained for the LUMO energy is 0.29 eV. For the total energy, the calculation gives -1152.5159 a.u. The calculation puts the HOMO energy at -0.3164 hartree.

Geometry as ORCA input:
```
! RIJCOSX wB97M-V def2-TZVPD def2/J DEFGRID3
* xyz 0 1
C -0.435 1.730 -0.315
C -0.649 1.113 0.845
C -1.124 -0.317 0.739
Cl -2.571 -0.676 1.743
C -0.534 -1.164 -0.084
Cl -1.005 -2.800 -0.122
C 0.666 -0.924 -0.870
C 1.804 -0.385 -0.326
H -0.191 2.733 -0.292
H -0.413 1.117 -1.276
H -0.703 1.505 1.829
H 0.671 -1.463 -1.747
H 1.712 -0.004 0.728
H 2.773 -0.464 -0.851
*
```

***

Entry 4:
Here is an isolated molecule of C17H15BrN2O5 from the OMol25 dataset. Energies are from wB97M-V/def2-TZVPD.

Its SMILES is CCOC(=O)C1=C(C)OC(N)=C(C#N)[C@H]1c1cc2c(cc1Br)OCO2. The calculation puts the energy relative to the best compared isomer or geometry (same formula, charge and spin) at 0.1 kcal per mole. The frontier orbital gap is 8.66 eV. The value obtained for the LUMO energy is 0.50 eV. For the total energy, the calculation gives -3716.5294 a.u. The calculation puts the HOMO energy at -0.2998 hartree.

Geometry as ORCA input:
```
! RIJCOSX wB97M-V def2-TZVPD def2/J DEFGRID3
* xyz 0 1
C 2.003 2.855 -1.346
C 0.939 3.379 -0.393
O 0.141 2.313 0.115
C -0.921 1.932 -0.606
O -1.252 2.478 -1.633
C -1.592 0.780 0.031
C -2.743 0.265 -0.433
C -3.547 0.749 -1.591
O -3.359 -0.812 0.143
C -2.826 -1.370 1.262
N -3.625 -2.349 1.771
C -1.670 -0.945 1.821
C -1.150 -1.593 2.946
N -0.709 -2.144 3.854
C -0.865 0.187 1.222
C 0.489 -0.343 0.792
C 0.518 -1.279 -0.249
C 1.730 -1.783 -0.642
C 2.920 -1.383 -0.029
C 2.922 -0.469 0.993
C 1.682 0.038 1.387
Br 1.714 1.318 2.785
O 3.972 -2.030 -0.611
C 3.412 -2.863 -1.604
O 2.010 -2.693 -1.622
H 2.633 3.676 -1.676
H 2.620 2.110 -0.849
H 1.532 2.400 -2.215
H 0.290 4.099 -0.902
H 1.391 3.837 0.489
H -3.908 -0.105 -2.160
H -4.414 1.297 -1.224
H -2.955 1.405 -2.220
H -3.239 -2.952 2.477
H -4.342 -2.718 1.170
H -0.719 0.970 1.975
H -0.394 -1.592 -0.730
H 3.834 -0.156 1.472
H 3.828 -2.595 -2.587
H 3.652 -3.915 -1.380
*
```

***

Entry 5:
Here is a structure of composition C56H43FeN2O6P2S from the OMol25 dataset. Energies are from wB97M-V/def2-TZVPD.

The calculation puts the energy relative to the best compared isomer or geometry (same formula, charge and spin) at 38.6 kcal per mole. The frontier orbital gap (alpha / beta) is 4.91 / 8.04 eV. The value obtained for the LUMO energy (alpha / beta) is 0.01 / -0.04 eV. For the total energy, the calculation gives -5065.4627 a.u. The calculation puts the HOMO energy (alpha / beta) at -0.1800 / -0.2968 hartree.

Geometry as ORCA input:
```
! RIJCOSX wB97M-V def2-TZVPD def2/J DEFGRID3
* xyz 0 6
Fe -0.795 -0.437 0.401
O -1.610 -3.106 6.022
C -1.445 -2.559 4.780
C -0.157 -2.404 4.233
C -0.082 -1.788 2.999
N -1.136 -1.362 2.325
C -2.393 -1.599 2.797
C -2.565 -2.179 4.089
C -3.508 -1.286 1.997
O -4.709 -1.378 2.169
O -3.031 -0.606 0.745
C 1.242 -1.556 2.290
O 2.292 -1.922 2.807
O 1.137 -0.966 1.154
H -0.742 -3.316 6.377
H 0.744 -2.724 4.734
H -3.551 -2.330 4.502
C 5.200 2.339 -0.844
C 3.720 2.400 -1.268
C 3.543 3.441 -2.387
C 3.291 1.035 -1.775
C 4.082 0.453 -2.756
C 3.792 -0.787 -3.269
C 2.704 -1.460 -2.765
C 1.855 -0.931 -1.785
P 0.601 -2.299 -1.540
C -0.207 -2.251 -3.196
C -1.189 -3.206 -3.467
C -1.856 -3.216 -4.678
C -1.578 -2.252 -5.637
C -0.634 -1.276 -5.367
C 0.048 -1.279 -4.159
C 1.733 -3.705 -1.373
C 1.525 -4.880 -2.083
C 2.340 -5.976 -1.846
C 3.342 -5.901 -0.888
C 3.527 -4.731 -0.165
C 2.731 -3.624 -0.409
C 2.149 0.366 -1.312
O 1.288 1.009 -0.452
C 1.734 2.102 0.285
C 0.972 2.529 1.384
C 1.394 3.641 2.107
C 2.518 4.356 1.747
C 3.242 3.924 0.655
C 2.879 2.799 -0.081
P -0.465 1.618 1.976
C -0.028 1.299 3.705
C 1.282 0.946 4.017
C 1.610 0.566 5.308
C 0.637 0.534 6.294
C -0.671 0.876 5.987
C -1.006 1.256 4.696
C -1.864 2.779 1.980
C -1.779 4.121 1.620
C -2.918 4.912 1.569
C -4.156 4.370 1.880
C -4.253 3.031 2.227
C -3.118 2.238 2.264
H 5.840 2.050 -1.675
H 5.338 1.619 -0.038
H 5.548 3.311 -0.500
H 4.137 3.176 -3.261
H 3.860 4.428 -2.046
H 2.497 3.507 -2.691
H 4.942 0.992 -3.126
H 4.403 -1.242 -4.037
H 2.500 -2.443 -3.163
H -1.451 -3.931 -2.709
H -2.607 -3.973 -4.863
H -2.104 -2.260 -6.583
H -0.423 -0.502 -6.093
H 0.764 -0.491 -3.975
H 0.739 -4.950 -2.825
H 2.189 -6.889 -2.406
H 3.971 -6.760 -0.697
H 4.289 -4.675 0.600
H 2.857 -2.720 0.177
H 0.824 3.931 2.981
H 2.830 5.224 2.311
H 4.122 4.478 0.359
H 2.046 0.929 3.251
H 2.627 0.274 5.531
H 0.896 0.233 7.301
H -1.442 0.840 6.745
H -2.033 1.507 4.470
H -0.825 4.560 1.359
H -2.831 5.952 1.284
H -5.043 4.990 1.843
H -5.214 2.588 2.452
H -3.223 1.188 2.501
C -0.726 2.787 -1.720
C -1.627 1.653 -2.089
C -2.091 1.603 -3.430
C -3.019 0.677 -3.790
C -3.568 -0.176 -2.800
C -4.617 -1.089 -3.059
C -5.143 -1.811 -2.027
C -4.669 -1.675 -0.705
C -3.632 -0.812 -0.445
S -0.882 -2.781 -0.336
C -3.053 -0.054 -1.503
N -2.035 0.802 -1.167
H -0.449 2.760 -0.675
H -1.276 3.716 -1.893
H 0.174 2.816 -2.335
H -1.690 2.310 -4.144
H -3.367 0.603 -4.812
H -4.993 -1.185 -4.069
H -5.955 -2.504 -2.206
H -5.116 -2.227 0.106
*
```

***

Entry 6:
Here is a structure of composition H7O3 from the OMol25 dataset. Energies are from wB97M-V/def2-TZVPD.

The calculation puts the energy relative to the best compared isomer or geometry (same formula, charge and spin) at 4.0 kcal per mole. The frontier orbital gap (alpha / beta) is 4.10 / 13.09 eV. The value obtained for the LUMO energy (alpha / beta) is 0.66 / 0.36 eV. For the total energy, the calculation gives -229.7714 a.u. The calculation puts the HOMO energy (alpha / beta) at -0.1264 / -0.4681 hartree.

Geometry as ORCA input:
```
! RIJCOSX wB97M-V def2-TZVPD def2/J DEFGRID3
* xyz 0 2
O -1.557 0.017 -0.779
H -2.354 -0.166 -1.290
H -1.714 0.834 -0.273
O 1.322 1.011 0.334
H 0.911 1.791 -0.174
H 2.268 1.171 0.500
O 0.306 -1.158 0.410
H 0.960 -0.203 0.423
H 0.261 -1.519 1.299
H -0.492 -0.894 -0.156
*
```